No. 1
Molecular formula: C66H58CrF2N2O5P
Method: DFT, ωB97M-V with the def2-TZVPD basis set

Output
frontier orbital gap (spin up / spin down): 7.9 / 7.5 eV
highest occupied orbital energy (spin up / spin down): -7.88 / -7.82 eV
multiplicity: 4
calculated total energy: -125745.9051 eV
LUMO level (spin up / spin down): -0.01 / -0.28 eV

Cartesian coordinates (Å):
Cr 0.174 0.580 -0.498
C 0.559 -1.600 4.235
C 0.373 -1.007 2.838
C -1.048 -1.306 2.364
C 1.410 -1.582 1.852
C 2.866 -1.626 2.380
O 3.612 -0.880 1.436
C 2.785 -0.499 0.450
N 1.552 -0.831 0.601
C 3.592 0.019 -0.713
C 4.815 -0.892 -0.799
C 5.889 -0.210 -1.150
C 5.496 1.202 -1.476
C 3.762 0.413 -3.116
C 3.003 -0.007 -2.102
P 1.302 -0.613 -2.242
C 1.790 -2.356 -2.590
C 2.225 -2.702 -3.868
C 2.719 -3.967 -4.123
C 2.804 -4.901 -3.104
C 2.388 -4.561 -1.827
C 1.883 -3.297 -1.572
C 0.695 -0.118 -3.881
C 1.027 1.084 -4.497
C 0.429 1.434 -5.695
C -0.515 0.605 -6.277
C -0.879 -0.574 -5.647
C -0.287 -0.928 -4.451
H -0.234 -1.241 4.884
H 1.500 -1.317 4.695
H 0.503 -2.686 4.198
H 0.493 0.079 2.884
H -1.184 -2.370 2.185
H -1.265 -0.750 1.455
H -1.758 -1.004 3.128
H 1.067 -2.594 1.592
H 3.276 -2.640 2.396
H 2.992 -1.175 3.362
H 4.737 -1.952 -0.638
H 6.876 -0.594 -1.337
H 6.275 1.949 -1.324
H 3.431 0.295 -4.140
H 2.172 -1.980 -4.670
H 3.049 -4.224 -5.119
H 3.197 -5.887 -3.303
H 2.464 -5.286 -1.030
H 1.557 -3.031 -0.577
H 1.751 1.747 -4.047
H 0.702 2.358 -6.180
H -0.975 0.881 -7.213
H -1.624 -1.218 -6.089
H -0.574 -1.840 -3.944
F -2.705 -3.996 -1.321
C -2.566 -2.665 -1.541
C -1.525 -1.986 -0.947
C -1.331 -0.617 -1.154
C -2.245 0.024 -2.029
C -3.275 -0.699 -2.630
F -4.111 -0.106 -3.520
C -3.462 -2.044 -2.397
C -1.891 1.393 -2.341
C -2.654 2.316 -3.055
C -2.109 3.537 -3.400
C -0.765 3.768 -3.111
C -0.088 2.835 -2.358
N -0.645 1.712 -1.895
H -0.839 -2.544 -0.328
H -4.258 -2.590 -2.877
H -3.676 2.088 -3.311
H -2.706 4.286 -3.896
H -0.265 4.662 -3.450
H 0.952 2.973 -2.097
C 0.568 6.904 0.018
C 0.770 5.979 1.233
C 0.959 6.811 2.500
O -0.334 5.117 1.392
C -0.101 3.903 0.697
C 1.427 4.030 0.297
O 1.882 5.128 1.058
C 2.397 2.802 0.357
O 1.686 1.664 0.164
C 3.180 2.859 1.673
C 4.153 3.841 1.831
C 4.909 3.893 2.987
C 4.725 2.948 3.983
C 3.776 1.954 3.820
C 2.998 1.919 2.674
C 3.462 2.673 -0.764
C 3.592 3.561 -1.763
C 4.325 3.517 -3.008
C 4.949 2.484 -3.580
C 5.078 1.129 -2.959
C 4.284 1.419 -0.559
C -0.832 2.755 1.496
O -0.769 1.533 0.886
C -0.449 2.635 2.971
C 0.603 3.301 3.576
C 0.847 3.148 4.934
C 0.046 2.327 5.705
C -1.015 1.663 5.110
C -1.263 1.823 3.760
C -2.308 3.239 1.508
C -3.218 2.627 0.659
C -4.545 3.020 0.635
C -4.980 4.044 1.457
C -4.079 4.658 2.311
C -2.755 4.254 2.346
H -0.243 7.596 0.220
H 0.304 6.324 -0.863
H 1.481 7.462 -0.169
H 0.077 7.421 2.667
H 1.827 7.452 2.387
H 1.101 6.158 3.356
H -0.666 3.927 -0.252
H 1.382 4.355 -0.750
H 4.306 4.567 1.047
H 5.656 4.666 3.104
H 5.330 2.980 4.877
H 3.642 1.207 4.590
H 2.231 1.172 2.546
H 3.046 4.491 -1.654
H 4.311 4.448 -3.563
H 5.380 2.600 -4.566
H 5.842 0.569 -3.515
H 4.658 1.472 0.470
H 1.246 3.943 3.001
H 1.671 3.682 5.388
H 0.237 2.213 6.764
H -1.663 1.034 5.706
H -2.099 1.322 3.297
H -2.875 1.816 0.033
H -5.238 2.522 -0.028
H -6.015 4.358 1.439
H -4.414 5.456 2.959
H -2.070 4.737 3.025

No. 2
Molecular formula: C66H81F6NO3S2
Method: DFT, ωB97M-V with the def2-TZVPD basis set

Output
SMILES: C#CCCC[C@@H]1OC(=O)O[C@@]1(CCCCN(CCCC)C(=S)SCCC)CC[C@H](C)CCC=C(C)C.Fc1ccccc1.Fc1ccccc1.Fc1ccccc1.Fc1ccccc1.Fc1ccccc1.Fc1ccccc1
frontier orbital gap: 7.4 eV
highest occupied orbital energy: -7.98 eV
calculated total energy: -115350.6629 eV
LUMO level: -0.59 eV

Cartesian coordinates (Å):
C 0.463 -3.329 4.393
C -0.737 -2.829 4.125
C -1.990 -1.911 3.693
C -1.668 -1.088 2.339
C -2.777 -1.450 1.184
C -3.285 -0.121 0.425
O -4.510 0.539 0.936
C -4.625 1.641 -0.025
O -4.832 2.842 0.306
O -4.425 1.060 -1.341
C -3.714 -0.192 -1.124
C -4.730 -1.361 -1.608
C -6.285 -1.080 -1.259
C -7.162 -2.319 -1.845
C -6.791 -3.629 -0.965
N -6.952 -3.410 0.504
C -5.967 -4.164 1.338
C -5.822 -5.740 1.018
C -4.237 -6.068 0.876
C -3.559 -5.507 -0.481
C -8.349 -3.538 0.971
S -9.158 -4.946 1.379
S -9.315 -1.920 1.094
C -8.608 -0.862 2.453
C -9.017 0.709 2.347
C -8.070 1.683 3.248
C -2.338 -0.495 -1.918
C -1.664 0.790 -2.637
C -0.162 1.056 -2.016
C -0.046 2.668 -1.737
C 0.985 0.497 -3.019
C 1.991 -0.587 -2.335
C 1.245 -1.834 -1.644
C 1.688 -2.266 -0.320
C 1.935 -3.821 0.067
C 1.967 -1.177 0.867
H 1.498 -3.844 4.319
H -2.171 -1.150 4.535
H -2.927 -2.591 3.627
H -0.640 -1.410 1.937
H -1.725 0.050 2.547
H -2.339 -2.161 0.392
H -3.699 -1.902 1.733
H -2.417 0.644 0.500
H -4.683 -1.510 -2.767
H -4.345 -2.371 -1.164
H -6.698 -0.115 -1.750
H -6.382 -0.937 -0.122
H -6.911 -2.571 -2.942
H -8.303 -2.146 -1.768
H -5.755 -4.015 -1.287
H -7.551 -4.463 -1.267
H -6.337 -4.076 2.443
H -4.968 -3.595 1.297
H -6.469 -6.133 0.155
H -6.174 -6.321 1.969
H -3.998 -7.191 1.088
H -3.720 -5.493 1.755
H -3.405 -4.358 -0.328
H -4.251 -5.634 -1.400
H -2.514 -5.937 -0.698
H -7.462 -0.908 2.546
H -9.090 -1.241 3.446
H -8.967 1.126 1.268
H -10.107 0.914 2.711
H -7.548 2.478 2.573
H -8.694 2.308 4.010
H -7.264 1.127 3.852
H -2.540 -1.295 -2.745
H -1.537 -0.990 -1.226
H -2.297 1.748 -2.615
H -1.518 0.513 -3.755
H -0.013 0.536 -0.993
H 0.982 2.966 -1.308
H -0.833 2.897 -0.906
H -0.339 3.249 -2.686
H 1.635 1.414 -3.313
H 0.563 0.005 -3.971
H 2.729 -0.960 -3.142
H 2.620 -0.036 -1.526
H 0.390 -2.434 -2.159
H 3.086 -3.994 0.126
H 1.433 -4.564 -0.655
H 1.516 -4.012 1.134
H 1.465 -0.195 0.543
H 1.520 -1.623 1.845
H 3.106 -1.067 1.032
F 5.360 -0.183 -0.416
C 5.791 0.302 -1.591
C 6.810 -0.353 -2.267
C 7.253 0.148 -3.488
C 6.678 1.304 -4.015
C 5.659 1.955 -3.324
C 5.209 1.450 -2.109
H 7.250 -1.246 -1.838
H 8.044 -0.361 -4.029
H 7.027 1.696 -4.965
H 5.215 2.857 -3.732
H 4.410 1.940 -1.564
F 3.424 -2.802 3.505
C 4.472 -3.636 3.404
C 4.248 -4.991 3.207
C 5.335 -5.855 3.097
C 6.632 -5.355 3.197
C 6.845 -3.993 3.399
C 5.759 -3.128 3.498
H 3.232 -5.363 3.141
H 5.171 -6.915 2.936
H 7.479 -6.030 3.115
H 7.856 -3.606 3.480
H 5.906 -2.064 3.647
F -0.688 0.514 -5.999
C -0.515 1.707 -6.590
C -1.222 2.003 -7.746
C -1.047 3.241 -8.357
C -0.158 4.165 -7.811
C 0.551 3.856 -6.653
C 0.368 2.622 -6.035
H -1.903 1.268 -8.161
H -1.601 3.486 -9.257
H -0.019 5.130 -8.291
H 1.246 4.576 -6.231
H 0.905 2.369 -5.128
F 0.979 5.693 -2.093
C 0.157 6.415 -1.315
C -1.211 6.195 -1.379
C -2.062 6.940 -0.568
C -1.536 7.904 0.290
C -0.162 8.121 0.342
C 0.691 7.369 -0.460
H -1.603 5.446 -2.058
H -3.133 6.770 -0.604
H -2.201 8.488 0.919
H 0.246 8.875 1.008
H 1.764 7.518 -0.425
F 7.275 5.204 -3.320
C 6.457 5.928 -2.542
C 5.089 5.711 -2.604
C 4.240 6.455 -1.793
C 4.767 7.420 -0.936
C 6.142 7.635 -0.885
C 6.993 6.881 -1.688
H 4.694 4.963 -3.282
H 3.168 6.286 -1.830
H 4.103 8.004 -0.306
H 6.551 8.389 -0.220
H 8.067 7.028 -1.655
F 8.979 -3.366 6.022
C 8.167 -2.641 6.808
C 6.798 -2.857 6.756
C 5.956 -2.109 7.575
C 6.493 -1.146 8.428
C 7.869 -0.935 8.468
C 8.712 -1.690 7.658
H 6.398 -3.604 6.081
H 4.884 -2.275 7.548
H 5.835 -0.560 9.063
H 8.285 -0.182 9.130
H 9.786 -1.545 7.682